A:
{"formula": "C7H14N3O", "method": "wB97M-V/def2-TZVPD", "symbols": ["C", "C", "C", "C", "C", "C", "C", "N", "N", "N", "O", "H", "H", "H", "H", "H", "H", "H", "H", "H", "H", "H", "H", "H", "H"], "coordinates": [[1.258, 0.515, 0.449], [-1.297, -0.708, -2.234], [-0.180, 0.149, -2.771], [0.010, -0.688, -1.528], [-1.003, 0.147, 0.700], [2.440, 0.773, -0.362], [-0.511, -0.945, 2.977], [1.078, 0.480, 1.719], [0.016, 0.103, -0.269], [-0.295, 0.160, 2.042], [-1.757, 1.303, 0.492], [-2.159, -0.157, -1.781], [-1.422, -1.731, -2.638], [0.256, -0.022, -3.657], [-0.255, 1.159, -2.601], [0.696, -1.497, -1.558], [-1.587, -0.803, 0.677], [2.846, 1.726, -0.268], [2.070, 0.805, -1.398], [3.197, -0.102, -0.198], [-0.462, -1.854, 2.459], [0.438, -1.068, 3.688], [-1.385, -0.772, 3.565], [-0.733, 1.027, 2.459], [-1.261, 2.001, 0.036]], "smiles": "CC1=N[N@H+](C)[C@@H](O)N1C1CC1", "homo_ev": -13.44, "lumo_ev": -2.84, "charge": 1, "gap_ev": 10.607, "multiplicity": 1}

***

B:
{"formula": "C7H14N3O", "method": "wB97M-V/def2-TZVPD", "symbols": ["C", "C", "C", "C", "C", "C", "C", "N", "N", "N", "O", "H", "H", "H", "H", "H", "H", "H", "H", "H", "H", "H", "H", "H", "H"], "coordinates": [[-2.166, -1.024, -0.027], [-1.408, 1.230, 0.259], [0.917, 0.742, -0.265], [0.627, 1.299, -1.660], [2.479, -1.258, -0.012], [0.038, -0.003, 1.843], [2.250, 0.329, 0.109], [-2.366, 0.383, -0.053], [-0.098, 0.608, 0.565], [-3.152, -1.681, -0.551], [-1.331, 2.397, 0.258], [-0.168, 0.669, -2.050], [1.465, 1.359, -2.290], [0.137, 2.343, -1.498], [3.452, -1.509, 0.290], [2.125, -1.502, -0.939], [1.932, -1.943, 0.650], [0.050, 0.865, 2.513], [-0.730, -0.815, 2.071], [1.057, -0.498, 2.095], [2.861, 0.801, -0.567], [2.544, 0.481, 1.266], [-3.300, 0.752, -0.318], [-3.133, -2.746, -0.690], [-4.083, -1.280, -0.999]], "homo_ev": -13.15, "lumo_ev": -3.81, "charge": 1, "gap_ev": 9.341, "multiplicity": 1}

***

Name the most stable of them. B.